(1)
DFT (wB97M-V/def2-TZVPD) results for a molecular structure, C57H84BeGeN5P3 at a distorted geometry.

Element x y z (Å)
Be -1.0694 -0.7058 0.2390
C 2.3056 -0.9624 -2.6290
C 1.4678 -2.1931 -2.2645
C 2.3039 -3.4503 -2.5164
P 0.6696 -2.1498 -0.5657
C 2.1325 -2.3169 0.5716
N 3.0758 -1.2236 0.5358
Ge 2.3526 0.6441 0.2921
N 2.4300 2.5585 -0.3256
C 1.2875 3.1565 -0.9809
P -0.1057 2.0359 -1.4853
C 0.4209 1.5286 -3.2271
C 1.7148 2.1569 -3.7460
C -0.6963 1.6684 -4.2614
C -1.3949 3.3552 -1.8140
C -2.0916 3.7881 -0.5251
C -0.8874 4.5909 -2.5619
C 3.6714 2.9637 -0.7720
C 3.8716 4.1447 -1.5082
C 5.1337 4.5510 -1.8954
C 6.2339 3.7773 -1.5736
C 6.0536 2.6088 -0.8511
C 4.7971 2.1916 -0.4425
N 4.5165 1.0332 0.4010
C 5.1939 -0.2425 0.1133
C 6.5566 -0.3803 -0.0877
C 7.1357 -1.6135 -0.3438
C 6.3384 -2.7442 -0.3534
C 4.9865 -2.6370 -0.0867
C 4.3825 -1.3959 0.1669
C 4.7186 1.3803 1.8294
C 5.9371 1.8333 2.2962
C 6.1398 2.0397 3.6505
C 5.1119 1.7599 4.5377
C 3.8803 1.3302 4.0749
C 3.6426 1.1783 2.7027
N 2.4110 0.8624 2.1667
C 1.5095 0.1382 3.0137
P -0.2383 -0.1172 2.4662
C -0.6460 -1.3496 3.8233
C -0.0351 -1.0988 5.2049
C -0.2513 -2.7542 3.3525
C -1.0151 1.5327 2.8969
C -1.6808 1.6224 4.2699
C -0.0328 2.6903 2.7210
C -0.1263 -3.8636 -0.5782
C 0.6444 -4.9184 0.2200
C -1.6025 -3.8647 -0.1795
H 2.4457 -0.9332 -3.7119
H 3.2944 -1.0080 -2.1726
H 1.8307 -0.0259 -2.3333
H 0.6157 -2.2254 -2.9376
H 3.1746 -3.4899 -1.8630
H 2.6760 -3.4063 -3.5420
H 1.7438 -4.3778 -2.4185
H 2.6038 -3.2670 0.3397
H 1.7034 -2.4025 1.5762
H 1.5848 3.6379 -1.9077
H 0.8328 3.9154 -0.3332
H 0.6026 0.4576 -3.1147
H 1.6042 3.2255 -3.9383
H 1.9803 1.6867 -4.6958
H 2.5538 2.0196 -3.0602
H -0.8859 2.7096 -4.5198
H -1.6297 1.2154 -3.9281
H -0.3939 1.1572 -5.1770
H -2.1366 2.8443 -2.4327
H -1.4242 4.3707 0.1102
H -2.4437 2.9267 0.0393
H -2.9560 4.4130 -0.7582
H -0.2658 5.2142 -1.9179
H -1.7393 5.1973 -2.8769
H -0.3130 4.3412 -3.4518
H 3.0314 4.7814 -1.7373
H 5.2543 5.4788 -2.4387
H 7.2319 4.0821 -1.8549
H 6.9419 2.0481 -0.6264
H 7.2245 0.4587 -0.0123
H 8.2014 -1.6821 -0.5090
H 6.7715 -3.7178 -0.5413
H 4.4037 -3.5447 -0.0233
H 6.7510 2.0343 1.6137
H 7.0963 2.3951 4.0066
H 5.2648 1.8837 5.6017
H 3.0965 1.1297 4.7919
H 1.3805 0.6458 3.9737
H 1.9065 -0.8659 3.2332
H -1.7261 -1.3214 3.9314
H 1.0317 -1.3205 5.2262
H -0.5210 -1.7730 5.9129
H -0.1872 -0.0861 5.5672
H 0.8312 -2.8926 3.3994
H -0.5746 -2.9499 2.3307
H -0.7039 -3.5095 3.9972
H -1.7932 1.6453 2.1394
H -0.9397 1.7319 5.0614
H -2.3151 0.7658 4.4977
H -2.3087 2.5154 4.2942
H 0.7302 2.6930 3.5007
H -0.5850 3.6272 2.7971
H 0.4741 2.6636 1.7592
H -0.1080 -4.1448 -1.6328
H 0.7022 -4.6585 1.2783
H 1.6544 -5.0729 -0.1581
H 0.1218 -5.8730 0.1429
H -1.7618 -3.5261 0.8435
H -1.9862 -4.8850 -0.2489
H -2.1946 -3.2396 -0.8446
C -1.1128 -1.3023 -5.0308
C -2.1982 -1.0362 -4.0177
C -3.5018 -0.8410 -4.4567
C -4.4924 -0.5140 -3.5464
C -5.9144 -0.2925 -3.9873
C -4.1793 -0.4076 -2.1949
C -2.9026 -0.6893 -1.6890
C -1.9276 -0.9732 -2.6564
N -2.5906 -0.7096 -0.3088
C -3.8144 -0.7904 0.5452
C -4.7337 -1.9507 0.0999
C -5.9836 -2.0249 0.9821
C -6.7203 -0.6827 0.9476
C -5.8195 0.4215 1.5085
C -5.4068 0.0741 2.9375
C -4.6452 -1.2527 2.9151
C -5.5722 -2.3602 2.4157
C -3.4322 -1.1393 1.9818
C -4.5619 0.5551 0.6431
H -1.4716 -1.0884 -6.0365
H -0.7958 -2.3478 -5.0106
H -0.2359 -0.6746 -4.8541
H -3.7370 -0.9200 -5.5117
H -5.9986 -0.3029 -5.0726
H -6.3023 0.6593 -3.6213
H -6.5591 -1.0802 -3.5923
H -4.9897 -0.1066 -1.5520
H -0.9177 -1.1092 -2.3174
H -4.1624 -2.8795 0.1912
H -5.0368 -1.8757 -0.9419
H -6.6401 -2.8093 0.5975
H -7.6405 -0.7464 1.5341
H -7.0040 -0.4436 -0.0822
H -6.3591 1.3719 1.5029
H -6.2859 -0.0146 3.5810
H -4.7776 0.8701 3.3467
H -4.2949 -1.4924 3.9259
H -6.4503 -2.4322 3.0629
H -5.0605 -3.3273 2.4438
H -2.8793 -2.0848 1.9780
H -2.7927 -0.3452 2.3523
H -3.8772 1.2785 1.0977
H -4.8308 0.9644 -0.3276

As for the relative energy (zero: lowest compared OMol25 entry of this formula, charge and spin): 0.8057 eV. As for the expectation value of S²: 0.76. The frontier orbital gap (spin up / spin down) is 7.398 / 5.788 eV. Its net charge is +1. Its spin multiplicity is 2. The HOMO energy (spin up / spin down) is -9.3 / -9.5 eV.

***

(2)
DFT (wB97M-V/def2-TZVPD) results for 9 unconnected molecules or ions with the total composition C57H85F5N2O11SSi at a distorted geometry.

Element x y z (Å)
C 6.1398 0.3035 3.5202
C 5.5437 0.7500 2.5801
C 4.7442 1.1094 1.4384
C 3.5994 1.8581 1.6947
C 2.7547 2.2146 0.6611
C 3.0453 1.8080 -0.6321
C 4.1715 1.0511 -0.8761
C 5.0531 0.7027 0.1378
C 6.2878 -0.0930 -0.2386
F 6.0089 -0.6903 -1.4596
F 6.4922 -1.1291 0.6193
C 7.5495 0.7366 -0.4424
C 8.4112 1.0081 0.8085
Si 8.7246 2.8326 1.2466
C 10.5745 3.1528 1.0488
C 8.3463 3.1143 3.0740
C 7.7934 4.0408 0.1487
C 8.4835 5.1069 -0.4298
C 7.8365 6.0442 -1.2182
C 6.4775 5.9284 -1.4747
C 5.7723 4.8793 -0.9139
C 6.4248 3.9646 -0.1062
N 2.2250 2.1592 -1.7603
N 2.5390 3.5218 -2.1333
C 2.5703 3.7133 -3.5838
C 3.9531 4.1266 -4.0682
C 0.8322 2.0090 -1.4680
C 0.2546 2.4372 -0.2884
C -1.1035 2.3168 -0.0481
C -1.9327 1.7376 -0.9982
C -3.4217 1.6472 -0.7396
C -3.8892 2.3652 0.5112
O -5.2808 2.1840 0.6326
C -5.8778 3.0941 1.5323
C -7.3840 3.1446 1.3243
C -1.3680 1.2551 -2.1873
C -2.1472 0.5659 -3.2859
O -3.2269 -0.2614 -2.8245
C -2.8992 -1.5441 -2.5991
F -3.0402 -2.2925 -3.7182
F -3.7282 -2.0485 -1.6699
F -1.6385 -1.7149 -2.1692
C -0.0040 1.4094 -2.4112
O 0.5631 0.9674 -3.5814
S 1.3001 3.1776 0.9478
H 6.7566 0.0162 4.3362
H 3.3594 2.1526 2.7057
H 4.3731 0.7605 -1.8946
H 8.1454 0.1323 -1.1276
H 7.2830 1.6413 -0.9839
H 8.0180 0.5201 1.6971
H 9.3887 0.5555 0.6423
H 10.8186 3.2000 -0.0153
H 11.1697 2.3528 1.4857
H 10.8496 4.1098 1.4907
H 8.6125 2.2098 3.6249
H 7.2919 3.3175 3.2527
H 8.9735 3.9199 3.4534
H 9.5437 5.2502 -0.2661
H 8.3840 6.8749 -1.6422
H 6.0045 6.6754 -2.0978
H 4.7131 4.7509 -1.0961
H 5.8361 3.1601 0.3179
H 1.9055 4.1691 -1.6798
H 1.8854 4.5309 -3.8320
H 2.2469 2.8133 -4.1009
H 4.6805 3.3283 -3.9231
H 3.9337 4.4007 -5.1238
H 4.3130 4.9924 -3.5139
H -1.4680 2.6917 0.8953
H -3.7323 0.6073 -0.6882
H -3.9653 2.0736 -1.5867
H -3.3917 1.9260 1.3858
H -3.6353 3.4294 0.4527
H -5.4630 4.0994 1.3977
H -5.6731 2.8160 2.5731
H -7.7809 2.1740 1.0416
H -7.8469 3.4466 2.2635
H -7.6386 3.9075 0.5913
H -2.5583 1.3069 -3.9666
H -1.4586 -0.0294 -3.8808
H 0.1775 1.4926 -4.2993
C -0.2266 -4.8434 -1.2038
C -0.7621 -6.2192 -1.5258
O -0.3124 -7.2103 -0.9968
C -1.8776 -6.2952 -2.5386
H 0.5698 -4.9254 -0.4677
H 0.1666 -4.3721 -2.1064
H -1.0244 -4.2158 -0.8028
H -1.5463 -5.8865 -3.4918
H -2.7402 -5.7229 -2.1933
H -2.1730 -7.3303 -2.6840
C 4.6570 -4.8152 -3.9974
C 6.0872 -4.4302 -3.7098
O 7.0249 -5.0313 -4.1828
C 6.2737 -3.2515 -2.7862
H 4.6323 -5.6771 -4.6579
H 4.1473 -5.0676 -3.0714
H 4.1429 -3.9768 -4.4744
H 5.8112 -3.4552 -1.8200
H 5.8088 -2.3668 -3.2189
H 7.3351 -3.0624 -2.6411
C -3.8322 1.2751 4.7649
C -4.9095 1.5211 5.7940
O -5.9782 1.9946 5.4828
C -4.5895 1.1493 7.2203
H -4.1904 1.5819 3.7850
H -2.9372 1.8483 5.0131
H -3.5750 0.2153 4.7315
H -3.7227 1.7127 7.5697
H -4.3667 0.0831 7.2881
H -5.4420 1.3727 7.8580
C -7.2966 -2.6276 9.5395
C -7.4711 -1.1784 9.1544
O -6.9228 -0.2918 9.7712
C -8.3583 -0.8941 7.9727
H -6.6383 -2.6998 10.4023
H -8.2653 -3.0647 9.7870
H -6.8628 -3.1859 8.7084
H -9.3647 -1.2646 8.1662
H -7.9566 -1.3849 7.0834
H -8.4034 0.1782 7.7961
C -11.7954 2.1171 10.0811
C -10.8904 0.9137 10.1940
O -11.0687 -0.0707 9.5129
C -9.7664 1.0055 11.1940
H -12.5613 1.9283 9.3327
H -12.2726 2.3170 11.0417
H -11.2156 2.9940 9.7889
H -10.1738 1.1701 12.1933
H -9.1060 1.8361 10.9415
H -9.1879 0.0864 11.1903
C 2.6280 -9.5604 -2.4989
C 2.6265 -8.1797 -3.1065
O 3.4400 -7.3441 -2.7891
C 1.5552 -7.8888 -4.1311
H 3.4411 -9.6402 -1.7816
H 1.6804 -9.7447 -1.9901
H 2.7606 -10.3127 -3.2782
H 0.5675 -8.0121 -3.6831
H 1.6468 -8.5762 -4.9736
H 1.6622 -6.8670 -4.4891
C -0.9208 4.9412 -5.9585
C -1.5175 3.5637 -6.0682
O -1.1169 2.6448 -5.3853
C -2.6336 3.3731 -7.0600
H -0.1308 4.9392 -5.2111
H -0.5051 5.2448 -6.9204
H -1.6901 5.6579 -5.6674
H -2.2832 3.6160 -8.0641
H -3.4685 4.0301 -6.8120
H -2.9718 2.3398 -7.0391
C -3.7548 -6.3857 -7.4935
C -3.3512 -5.8837 -6.1270
O -3.4024 -6.5940 -5.1511
C -2.8763 -4.4531 -6.0418
H -4.0733 -7.4228 -7.4204
H -4.5767 -5.7843 -7.8851
H -2.9114 -6.3164 -8.1824
H -3.6608 -3.7758 -6.3824
H -1.9946 -4.3188 -6.6712
H -2.6228 -4.2134 -5.0146

As for the SMILES: C#Cc1cc2c(cc1C(F)(F)CC[Si](C)(C)c1ccccc1)N(NCC)c1c(cc(CCOCC)c(COC(F)(F)F)c1O)S2.CC(C)=O.CC(C)=O.CC(C)=O.CC(C)=O.CC(C)=O.CC(C)=O.CC(C)=O.CC(C)=O. The frontier orbital gap is 8.586 eV. The HOMO energy is -8.5 eV.

***

(3)
DFT (wB97M-V/def2-TZVPD) results for a molecular structure, C57H88N2O26S at a distorted geometry.

Element x y z (Å)
C 6.5574 -3.4113 2.9938
C 7.2364 -2.0057 2.8693
C 6.2327 -0.9746 2.2577
C 6.3534 -1.0564 0.6850
C 6.9659 0.2417 0.0528
C 5.8777 1.2030 -0.4977
C 5.3639 2.2459 0.5647
C 3.8102 2.1564 0.7307
C 3.2848 3.2379 1.7147
C 1.7390 3.5039 1.6669
C 0.9441 2.6636 0.6326
C -0.5754 2.8964 0.8587
C -1.4637 2.2661 -0.2557
C -1.3820 0.7079 -0.2682
C -2.7606 -0.0132 -0.0559
C -2.5936 -1.0215 1.1127
C -3.4663 -0.8422 2.2807
C -3.4115 -1.6855 3.3618
C -2.4643 -2.7670 3.3486
N -2.2955 -3.6880 4.3207
S -1.1362 -4.6607 3.7321
N -0.7688 -4.0011 2.2924
C -1.5984 -2.9352 2.1887
C -1.6646 -2.0465 1.0437
C -0.7270 -2.3703 -0.1252
C 0.6776 -1.6831 -0.0612
C 1.6845 -2.6152 -0.8418
C 2.4782 -1.8422 -1.9264
O 1.9106 -1.3708 -2.8910
O 3.8309 -1.7259 -1.8065
H 6.7109 -3.9727 2.0510
H 5.4881 -3.3342 3.2469
H 7.0374 -4.0239 3.7830
H 8.1544 -2.0405 2.2586
H 7.5162 -1.7140 3.9024
H 6.5043 0.0538 2.5470
H 5.1986 -1.2217 2.5490
H 5.3264 -1.1609 0.2796
H 6.8833 -1.9800 0.3859
H 7.6492 -0.0920 -0.7560
H 7.6139 0.7098 0.8186
H 5.0137 0.6168 -0.8641
H 6.3083 1.7155 -1.3808
H 5.5884 3.2396 0.1245
H 5.9003 2.1393 1.5216
H 3.6308 1.1516 1.1687
H 3.4068 2.2436 -0.2943
H 3.5387 2.8944 2.7362
H 3.8762 4.1558 1.5381
H 1.3427 3.4016 2.6946
H 1.5848 4.5747 1.3831
H 1.1900 1.5960 0.8096
H 1.2557 2.9589 -0.3842
H -0.7557 3.9908 0.8167
H -0.8926 2.4942 1.8401
H -1.0365 2.6158 -1.2181
H -2.5027 2.6307 -0.1906
H -0.9819 0.3655 -1.2368
H -0.7035 0.3936 0.5432
H -3.5887 0.6892 0.1364
H -3.0468 -0.6172 -0.9376
H -4.2020 -0.0286 2.2692
H -4.1149 -1.5058 4.1828
H -1.2231 -2.0826 -1.0701
H -0.5359 -3.4578 -0.0709
H 1.0117 -1.5647 0.9861
H 0.7299 -0.7111 -0.5679
H 1.1132 -3.3978 -1.3749
H 2.3637 -3.1574 -0.1593
H 4.0916 -1.0382 -2.4423
C 3.0579 -5.2258 -2.5883
C 3.2188 -6.4657 -3.4347
C 1.9545 -7.2714 -3.5742
O 2.4579 -8.5991 -3.7431
C 3.6672 -8.6501 -3.1238
O 4.2627 -9.6507 -2.8910
O 4.1076 -7.4007 -2.8067
H 3.9719 -4.6298 -2.6191
H 2.2313 -4.6008 -2.9285
H 2.8958 -5.4917 -1.5416
H 3.6341 -6.2034 -4.4122
H 1.3592 -6.9697 -4.4343
H 1.3246 -7.2476 -2.6805
C -3.5241 7.1247 2.8166
C -2.2803 7.6195 2.1176
C -2.1221 7.0959 0.7152
O -0.6964 7.0785 0.5561
C -0.1609 6.9250 1.7912
O 0.9785 6.6474 1.9965
O -1.0942 7.1168 2.7578
H -3.6419 7.6250 3.7798
H -4.4162 7.3134 2.2202
H -3.4533 6.0554 3.0256
H -2.2443 8.7126 2.1416
H -2.5855 7.7378 -0.0250
H -2.4995 6.0789 0.5867
C 0.3656 -1.9031 -5.0838
C -0.2523 -2.3428 -6.3904
C -1.0987 -1.2851 -7.0488
O -2.0633 -2.0628 -7.7632
C -2.1949 -3.2428 -7.0993
O -3.0610 -4.0318 -7.2959
O -1.2047 -3.3973 -6.1811
H 1.0536 -2.6594 -4.7122
H 0.9141 -0.9696 -5.1997
H -0.4006 -1.7741 -4.3179
H 0.5212 -2.7128 -7.0697
H -0.5272 -0.6566 -7.7294
H -1.6265 -0.6472 -6.3340
C 8.8984 -7.5520 -5.4762
C 8.3149 -6.2110 -5.0963
C 7.1850 -6.2991 -4.1052
O 6.3948 -5.1508 -4.4339
C 6.6136 -4.8862 -5.7509
O 5.9598 -4.1367 -6.4011
O 7.6751 -5.5910 -6.2210
H 9.7811 -7.4178 -6.1028
H 9.1869 -8.1218 -4.5922
H 8.1843 -8.1346 -6.0601
H 9.1048 -5.5424 -4.7419
H 7.5308 -6.2486 -3.0744
H 6.5678 -7.1928 -4.2282
C -6.2634 -1.6013 -2.5543
C -6.4718 -0.1059 -2.4879
C -6.5644 0.5540 -3.8393
O -6.0572 1.8651 -3.5744
C -5.2060 1.7576 -2.5200
O -4.4544 2.6120 -2.1751
O -5.3293 0.5475 -1.9135
H -6.3194 -2.0370 -1.5558
H -7.0182 -2.0780 -3.1806
H -5.2724 -1.8386 -2.9452
H -7.3432 0.1273 -1.8695
H -7.5860 0.6017 -4.2119
H -5.9319 0.0819 -4.5958
C -1.1897 -5.4763 7.9154
C 0.2676 -5.4566 8.3134
C 1.1850 -6.0800 7.2930
O 2.2543 -6.5727 8.1020
C 1.7384 -6.8241 9.3363
O 2.2966 -7.4353 10.1863
O 0.4978 -6.2799 9.4639
H -1.7867 -4.9122 8.6330
H -1.3369 -5.0382 6.9269
H -1.5809 -6.4951 7.9159
H 0.5790 -4.4367 8.5573
H 1.5516 -5.3585 6.5644
H 0.7324 -6.9226 6.7624
C -7.0545 8.6176 7.3774
C -6.3454 9.1810 6.1676
C -6.9742 10.4386 5.6242
O -6.6509 10.3676 4.2344
C -6.5114 9.0506 3.9236
O -6.4508 8.6229 2.8183
O -6.4491 8.2895 5.0498
H -6.4910 7.7809 7.7921
H -7.1704 9.3737 8.1550
H -8.0376 8.2301 7.1054
H -5.2840 9.3298 6.3868
H -6.5599 11.3401 6.0723
H -8.0626 10.4577 5.7282
C -7.6952 5.1440 -3.6266
C -6.5612 6.1218 -3.4241
C -5.2081 5.5657 -3.7860
O -4.3383 6.2891 -2.9115
C -5.0672 6.6329 -1.8203
O -4.6016 7.0509 -0.8083
O -6.3925 6.4336 -2.0346
H -8.6547 5.6357 -3.4596
H -7.6886 4.7357 -4.6380
H -7.6327 4.3241 -2.9092
H -6.7652 7.0539 -3.9594
H -4.9473 5.7454 -4.8278
H -5.1067 4.4981 -3.5727

As for the relative energy (zero: lowest compared OMol25 entry of this formula, charge and spin): 0.0000 eV. The frontier orbital gap is 8.173 eV. The HOMO energy is -9.0 eV.